[1]
Entry from OMol25: 2 unconnected molecules or ions with the total composition C2H3F3 in a non-equilibrium geometry (ωB97M-V with the def2-TZVPD basis set).

The HOMO-LUMO gap is 10.8 eV. The LUMO energy is 0.61 eV. For the total energy, the calculation gives -10272.9362 eV. The value obtained for the strongest force on any atom is 0.120 hartree/bohr. The value obtained for the relative energy (zero: lowest compared OMol25 entry of this formula, charge and spin) is 64.41 kcal/mol. The calculation puts the HOMO energy at -10.2 eV.

Atoms and positions in Å:
1 H -0.4841 -0.4111 -1.6416
2 F 1.0762 1.5674 -0.0681
3 H 0.7073 -1.4663 -0.5260
4 F -0.9270 1.4254 0.8504
5 C 0.2031 0.7149 0.5669
6 F 0.7552 0.2376 1.6653
7 C -0.2541 -0.9503 -0.7686
8 H -1.0768 -1.1177 -0.0782

Cartesian forces (eV/Å) of the 2 atoms listed first:
H 0.08 0.16 -1.17
F -0.84 -0.83 0.99

***

[2]
Entry from OMol25: a molecular structure, C5H13N2O in a non-equilibrium geometry (ωB97M-V with the def2-TZVPD basis set).

The HOMO-LUMO gap is 3.6 eV. The LUMO energy is -9.02 eV. For the total energy, the calculation gives -10407.4220 eV. The value obtained for the strongest force on any atom is 0.090 hartree/bohr. The value obtained for the relative energy (zero: lowest compared OMol25 entry of this formula, charge and spin) is 248.45 kcal/mol. The calculation puts the HOMO energy at -12.6 eV. The charge is +1.

Atoms and positions in Å:
1 C 2.3672 1.0236 -0.3783
2 H -3.7452 -1.6950 -1.1728
3 H -0.8501 -1.5265 0.6738
4 H -0.6731 1.4668 0.7251
5 C -1.0578 0.5365 0.3643
6 N 1.2726 1.4507 -1.2945
7 H 3.1343 1.8266 -0.3233
8 O -2.9053 -1.4777 -0.7504
9 H 1.7672 0.4530 -1.3263
10 C 2.2625 -0.0893 0.4194
11 H 1.3768 -1.9637 0.7552
12 H -3.0128 1.0508 1.0606
13 H 1.5611 2.0665 -2.0063
14 H 2.9131 -0.1564 1.2960
15 H 0.0792 -0.4406 1.8681
16 H -1.0269 0.6473 -0.7551
17 C -0.2439 -0.6232 0.8231
18 H -2.8196 -0.5877 -0.0520
19 C 1.1502 -1.0034 0.1863
20 H 0.8662 -1.2430 -0.8849
21 N -2.4157 0.2846 0.7718

Cartesian forces (eV/Å) of the 2 atoms listed first:
C 0.86 3.91 2.31
H -0.23 0.51 0.19

***

[3]
Entry from OMol25: 12 unconnected molecules or ions with the total composition C73H172N12O12 in a non-equilibrium geometry (ωB97M-V with the def2-TZVPD basis set).

The HOMO-LUMO gap is 8.8 eV. The SMILES is CC1(C)CCCC(C)(C)N1O.CC1(C)CCCC(C)(C)N1O.CC1(C)CCCC(C)(C)N1O.CC1(C)CCCC(C)(C)N1O.CC1(C)CCCC(C)(C)N1O.COC[C@H](C)N.COC[C@H](C)N.COC[C@H](C)N.COC[C@H](C)N.COC[C@H](C)N.COC[C@H](C)N.COC[C@H](C)N. The LUMO energy is 0.45 eV. For the total energy, the calculation gives -120929.0655 eV. The value obtained for the strongest force on any atom is 0.092 hartree/bohr. The value obtained for the relative energy (zero: lowest compared OMol25 entry of this formula, charge and spin) is 73.72 kcal/mol. The calculation puts the HOMO energy at -8.3 eV.

Atoms and positions in Å:
1 C -1.8088 -0.8765 7.2816
2 H -2.3353 3.6534 4.2016
3 H -2.2469 0.1274 -2.9722
4 H 2.8007 -5.0410 -1.1752
5 C 0.1271 4.4277 3.4240
6 O -1.8140 -8.6651 2.1786
7 C 0.4144 -1.5535 8.1269
8 O 0.2575 -1.3911 0.4784
9 H 3.0481 4.8638 -0.0009
10 H -1.1480 -4.7882 2.8482
11 C -5.0046 0.7838 -5.2240
12 H 5.0664 1.8134 -1.6686
13 H 4.0644 -3.6537 0.9733
14 H 5.3807 1.6631 -3.4096
15 H -2.0312 -1.7973 6.7673
16 O -2.8344 4.8072 1.3044
17 H -3.8964 2.1767 -3.2834
18 O -5.5440 -3.0431 -1.1751
19 H -5.5394 1.6123 -2.7426
20 H 1.0173 0.9119 7.6941
21 H -4.4507 -0.2470 -1.3447
22 H 4.1326 3.1536 1.4365
23 C 1.1904 -0.5769 -0.1829
24 H -6.0675 7.3380 -0.8147
25 H -5.0882 2.6126 1.9682
26 C -6.2354 7.3683 1.8165
27 H -2.2327 -0.8835 8.2496
28 H -1.2585 5.1194 -0.5403
29 H -2.4249 -4.4111 -3.5314
30 H -7.2755 -3.0411 -0.0126
31 H 5.0125 4.4787 -2.0352
32 H -0.1995 -5.9411 5.4581
33 H 1.1493 -5.8877 2.6962
34 H -1.4383 8.1644 0.8302
35 H 1.4869 3.2430 -8.4814
36 H 2.7952 5.6040 -6.0454
37 H 1.1106 -5.4391 -3.0661
38 H -5.9475 1.2842 -5.0162
39 H 2.9002 6.1599 -2.0758
40 C 2.2074 0.4690 5.2314
41 H -0.0021 -3.7281 -4.9054
42 C 2.0586 -4.5332 -0.6229
43 C 0.0627 -1.5214 -5.1253
44 H -4.3009 1.5264 -5.5952
45 H -3.1391 -1.4175 0.3757
46 C -1.9566 7.2865 1.2190
47 H -0.1717 2.8968 -7.8227
48 C 8.4626 -0.4511 -2.3209
49 H 2.4613 -2.2330 8.5018
50 H 2.6549 -2.7913 1.5832
51 C -0.3961 3.2681 -4.6602
52 H -5.0497 2.9162 3.7113
53 H -2.7679 0.1498 2.3694
54 H 1.7544 4.8656 2.0689
55 H 2.1206 1.0918 6.1262
56 C -0.0396 0.7721 7.7227
57 H -0.1335 -3.5764 -0.2623
58 H -2.1958 -0.6719 -1.6564
59 C -1.6946 -1.4853 1.9874
60 C -0.3798 2.9372 -3.1959
61 H 1.0820 -9.3740 4.3063
62 H -4.9732 1.8207 -0.4334
63 C 5.9195 -0.1283 -2.3124
64 C 1.9210 -1.5467 7.8543
65 H 1.6719 -1.1001 -0.9719
66 H 2.8870 2.4613 -1.9789
67 H -6.6459 2.8005 2.7803
68 H -0.6664 -9.5913 3.9301
69 H 1.8789 -2.9018 6.2745
70 C 5.7726 1.4577 -2.4134
71 H 1.6794 0.9916 4.4146
72 H -2.0350 -7.6565 5.1150
73 H 3.2096 -4.1844 2.5064
74 C -0.5133 2.9121 1.4167
75 H 0.3773 -3.9808 -2.7019
76 H 6.3033 -0.2741 1.6479
77 C 0.2213 -7.7766 3.0414
78 H -3.6908 -5.3606 2.5743
79 H -2.7406 2.6237 2.8145
80 H 0.0750 -0.1346 2.1173
81 C 1.6206 -1.5541 4.0264
82 H -1.7177 6.0156 -6.2939
83 H -4.7066 -4.4143 -4.1328
84 H -0.9368 0.2681 0.7201
85 H -2.3896 7.5095 2.1915
86 C 4.6349 -0.7460 -2.8010
87 H 0.3424 -3.0790 -6.5162
88 H 6.7140 -1.9012 0.9314
89 H 7.8412 -1.0085 2.0168
90 H 0.0172 3.8007 -2.5871
91 H 0.8394 -6.2585 -0.6309
92 C 7.3612 1.3675 0.1915
93 H -1.8115 1.8091 -4.6739
94 O -5.5119 4.4945 2.4408
95 C 0.2932 6.5646 2.1576
96 H -6.1785 4.2611 0.5085
97 C 0.5154 -1.0364 -3.6833
98 N -6.6338 6.6243 -0.3992
99 C -3.8509 0.6202 -1.6994
100 H 3.2291 0.3739 4.8742
101 H 0.7330 0.3457 -0.5824
102 C 7.1566 -0.7602 -3.0124
103 O 4.8986 -0.4490 -0.2252
104 H -0.4227 1.2007 -5.5241
105 H 7.8086 1.9684 -0.5760
106 H 2.1218 -8.1223 2.1203
107 N -0.3668 -4.5801 -0.1790
108 H -5.7163 -3.8551 0.7562
109 C 1.0624 -8.2026 1.8708
110 H 1.7204 -6.7217 4.0653
111 O -0.4582 0.1697 5.0493
112 C 0.6777 -5.2090 -0.9679
113 H 6.7390 1.9898 -2.2320
114 C -0.3122 -0.6690 7.2424
115 C -0.5984 -0.5875 1.3320
116 C -1.2065 5.0641 -6.2769
117 H -0.2675 -4.8773 0.7959
118 H -3.3651 -6.7530 4.9754
119 H -5.6736 8.2665 1.6946
120 H 0.2616 5.6812 -7.7108
121 H 9.4602 -0.4794 -0.4238
122 H 2.3582 -4.1147 -6.8108
123 H -2.1259 -4.8073 4.2650
124 H -3.2018 -1.0535 3.3411
125 H 0.4240 3.1859 0.9259
126 O 1.8860 2.6911 -4.5705
127 H -3.8370 -7.0754 1.9700
128 H 0.0772 -2.5639 8.1160
129 H 3.5150 -4.2622 -5.3169
130 H -0.1109 -1.5140 -2.9397
131 C -2.7481 -2.1291 1.1036
132 C 3.3232 2.5098 1.2201
133 H 0.6414 6.0743 -5.9244
134 H 1.9534 -5.0164 -5.3746
135 C 8.4794 -0.7598 -0.8144
136 C 2.6850 5.1330 -2.0706
137 H -1.7767 4.4148 -7.0111
138 H 4.7893 0.4817 -0.1960
139 C -6.3119 4.9322 1.3649
140 C 0.1811 -8.8510 4.1086
141 H 6.3907 1.7581 0.3596
142 H -6.4323 5.8249 -0.9707
143 C 3.1403 -3.7939 1.4981
144 C 7.0641 -0.8731 1.2385
145 N 0.0995 -0.9023 5.8378
146 C 0.1963 5.3007 -6.6581
147 C 0.9062 3.0825 -7.4964
148 H -0.4304 1.4629 7.0217
149 H -2.3872 -2.9631 0.5252
150 H -6.6468 -4.6519 -0.4401
151 H 0.9248 7.2017 1.5498
152 H 2.3785 -0.5647 7.9378
153 H 1.9966 -0.2454 0.4876
154 H 0.6425 0.0442 -3.5824
155 C 0.7677 -6.4601 3.5765
156 C -0.9695 3.9129 2.4519
157 C -0.9405 6.1637 1.3367
158 H -4.8236 6.2367 0.6842
159 N 4.7316 4.4780 -1.0338
160 H 2.0896 -3.4831 -0.8534
161 H -3.8497 -4.0750 -0.7310
162 C 2.7652 2.9393 -0.9881
163 H -1.9857 -3.7968 -2.0133
164 H -5.9657 7.1142 2.8313
165 H 1.5724 5.0369 -2.0367
166 H 5.2375 3.7918 -0.5426
167 O 1.9503 -2.9253 -5.1571
168 C -4.4799 -3.9091 -1.6189
169 N -2.5047 -3.6053 -2.8953
170 C -4.4711 1.2882 -2.9606
171 H -4.8744 -4.9008 -1.9119
172 H 8.4116 -1.8311 -0.7310
173 H -2.3146 -0.0865 6.7932
174 C 2.1832 -1.9122 6.3964
175 H 0.2540 -4.5717 4.6954
176 N -2.4226 0.2475 -2.0197
177 H 1.5308 -1.4249 -3.4810
178 H 0.8143 -9.2202 1.5552
179 H -3.6333 4.7138 1.8732
180 H 4.6482 -0.7507 -3.8548
181 H -3.7096 -2.0473 -2.4661
182 H 3.3175 -1.9516 6.3328
183 H 2.7356 -1.6724 3.8895
184 N -2.3702 -0.5509 2.9893
185 H -2.8420 7.0272 0.5792
186 H -1.8440 -1.9498 -4.5933
187 H -0.0279 7.2287 2.9875
188 H 9.3313 -0.8364 -2.8345
189 H 2.8066 4.9306 -7.6512
190 H 2.8291 4.7348 -3.0448
191 H 1.2629 -0.8499 3.2407
192 H 1.3430 2.1903 -7.2752
193 H -2.1363 -8.5668 1.2803
194 N 0.9616 3.6494 -5.0293
195 C -2.0641 -6.6363 3.2251
196 C 1.1547 5.4205 2.7367
197 H 0.7711 3.5509 3.7671
198 C 2.5921 4.6758 -6.6165
199 H 0.8626 -7.4905 1.0557
200 H -1.9254 -1.6071 -6.2124
201 H 0.2601 2.1287 -2.9426
202 H -7.3104 7.6350 1.6865
203 H -0.3072 6.6527 -0.6272
204 H 7.0413 -1.8557 -3.0295
205 C 7.2289 -0.1778 -0.1447
206 H -3.3769 1.3761 0.3802
207 H -7.4216 4.8754 1.5507
208 H -1.2772 2.6301 0.6561
209 H -0.3854 1.0102 8.7142
210 H 1.7030 2.9825 -0.7795
211 C -0.1391 -5.5691 4.4346
212 C 0.5546 -2.9140 -5.4257
213 O 3.3922 2.0008 -0.0847
214 H -5.1408 -0.0757 -5.8481
215 H 0.6567 -0.8618 -5.8535
216 H -0.8792 5.2964 -4.0214
217 H -1.1180 -2.2778 2.4724
218 H -1.5528 2.3150 -6.4297
219 O 2.3224 -4.7376 0.8126
220 H -3.3780 2.6235 -0.8084
221 H 3.3367 3.9474 -6.2804
222 H -2.6554 -6.0746 1.2907
223 N -1.3331 -1.3411 -5.3029
224 H 1.7720 1.8743 -5.0896
225 H -1.2710 2.2561 3.7446
226 N 6.0847 -0.6620 -0.9488
227 C -1.1095 2.1308 -5.4195
228 H -1.3978 2.6944 -2.8270
229 H 2.4013 3.0053 1.4229
230 C 1.5758 -0.9456 5.4169
231 H -4.2703 -2.7132 -4.8046
232 C 1.1439 4.1365 -6.4407
233 H -0.6507 -5.4153 -2.6222
234 H -2.2902 4.3596 -4.4743
235 H 1.1004 -2.5424 4.0461
236 H -1.1219 -0.2420 4.4653
237 C -1.8960 3.0427 3.3760
238 N -1.7007 5.1206 2.0908
239 C 2.4831 -4.1068 -5.7125
240 H -0.2830 1.9799 2.0598
241 H 4.5858 -1.8481 -2.6412
242 C -6.3752 -3.6254 -0.1701
243 N -1.1569 -7.4439 2.5086
244 H -0.3291 4.8495 4.2660
245 H 0.3765 5.1082 -0.0764
246 H 0.2251 -1.2259 9.1404
247 H -5.6929 -2.9640 -3.7712
248 H 8.0011 1.3782 1.0324
249 C -1.2408 4.5617 -4.7873
250 H 3.3943 1.6531 1.9207
251 H 7.2720 -0.2715 -4.0042
252 C -5.8928 6.3095 0.8542
253 H -3.2257 -8.2797 4.0637
254 C -3.8512 -3.0979 -2.7409
255 C -1.3783 -5.3565 3.6790
256 C -2.7326 -7.3710 4.3933
257 C -5.5960 3.1601 2.7461
258 H 8.6474 0.6767 -2.3037
259 C 0.3895 -5.0224 -2.4154
260 C -0.4729 5.7462 -0.0669
261 H 0.0153 -8.4605 5.0904
262 C -3.1713 -6.2763 2.2379
263 O -4.5349 0.2864 -3.9953
264 C -4.6540 -3.3081 -3.9699
265 H 1.8249 5.7794 3.4857
266 H 3.7255 -0.3300 -2.3610
267 C 3.3418 4.3722 -0.9496
268 H -3.5429 -2.5106 1.8311
269 C -3.9013 1.6843 -0.5987

Cartesian forces (eV/Å) of the 2 atoms listed first:
C 0.37 -0.65 -0.60
H 0.45 -0.43 -0.47